No. 1
{
  "formula": "BrH4N2P",
  "method": "ωB97M-V/def2-TZVPD",
  "symbols": ["N", "N", "P", "Br", "H", "H", "H", "H"],
  "positions_angstrom": [[-0.898, -1.248, -0.159], [0.003, 0.940, -0.136], [-1.381, 0.187, 0.316], [2.906, 0.058, 0.034], [0.075, -1.368, -0.311], [-1.344, -2.042, 0.278], [-0.008, 1.951, -0.055], [1.130, 0.386, -0.103]],
  "nbo_charge": [-1.131, -1.162, 1.316, -0.631, 0.435, 0.411, 0.408, 0.353],
  "de_lowest_kj_mol": 108.92,
  "charge": 0,
  "multiplicity": 1
}


No. 2
{
  "formula": "BrH4O3V",
  "method": "ωB97M-V/def2-TZVPD",
  "symbols": ["O", "V", "Br", "O", "H", "H", "O", "H", "H"],
  "positions_angstrom": [[2.538, -0.780, -0.728], [1.550, -0.737, -1.922], [0.216, 0.136, -0.685], [-2.311, 0.167, -0.706], [-2.725, 0.318, 0.143], [-1.383, 0.349, -0.557], [0.775, 0.492, 1.713], [0.340, 0.478, 0.861], [1.001, -0.423, 1.882]],
  "nbo_charge": [-0.351, 1.346, 0.107, -0.877, 0.485, 0.347, -0.869, 0.344, 0.469],
  "de_lowest_kj_mol": 393.76,
  "charge": 1,
  "s2": 0.7825,
  "multiplicity": 2
}


No. 3
{
  "formula": "BrH8LiO4",
  "method": "ωB97M-V/def2-TZVPD",
  "symbols": ["Li", "Br", "O", "H", "H", "O", "H", "H", "O", "H", "H", "O", "H", "H"],
  "positions_angstrom": [[-1.194, 1.980, -1.267], [-0.314, 0.181, 0.071], [2.366, 1.919, 1.483], [2.149, 2.854, 1.405], [1.514, 1.457, 1.496], [2.535, 0.716, -1.849], [1.895, 0.223, -2.371], [2.085, 0.851, -1.000], [-2.376, -1.591, -2.030], [-1.585, -1.297, -1.550], [-3.069, -1.584, -1.360], [-1.213, -2.272, 2.270], [-1.773, -1.946, 2.982], [-1.020, -1.491, 1.722]],
  "nbo_charge": [0.947, -0.923, -0.946, 0.461, 0.482, -0.948, 0.461, 0.484, -0.958, 0.483, 0.468, -0.951, 0.462, 0.479],
  "de_lowest_kj_mol": 138.29,
  "charge": 0,
  "multiplicity": 1
}


No. 4
{
  "formula": "BrHIP",
  "method": "ωB97M-V/def2-TZVPD",
  "symbols": ["P", "Br", "I", "H"],
  "positions_angstrom": [[1.239, -0.496, -0.924], [1.244, -2.438, 0.068], [3.135, 0.674, 0.107], [0.341, -0.174, 0.324]],
  "nbo_charge": [0.302, -0.209, -0.112, 0.019],
  "smiles": "BrPI",
  "de_lowest_kj_mol": 22.93,
  "charge": 0,
  "multiplicity": 1
}


No. 5
{
  "formula": "BrHNO2S",
  "method": "ωB97M-V/def2-TZVPD",
  "symbols": ["N", "O", "O", "S", "Br", "H"],
  "positions_angstrom": [[-0.263, -0.882, -0.526], [1.430, 1.200, -0.784], [0.312, 0.890, 1.350], [0.118, 1.070, -0.096], [-2.032, -0.990, -0.163], [0.436, -1.288, 0.219]],
  "nbo_charge": [-0.987, -1.014, -1.025, 1.588, 0.080, 0.358],
  "de_lowest_kj_mol": 23.94,
  "charge": -1,
  "multiplicity": 1
}


No. 6
{
  "formula": "BrLi2",
  "method": "ωB97M-V/def2-TZVPD",
  "symbols": ["Li", "Li", "Br"],
  "positions_angstrom": [[0.703, 0.615, 1.763], [0.326, -0.422, -2.072], [-1.029, -0.194, 0.309]],
  "nbo_charge": [0.972, 0.983, 0.045],
  "charge": 2,
  "s2": 0.7522,
  "multiplicity": 2
}


No. 7
{
  "formula": "BrNaPt",
  "method": "ωB97M-V/def2-TZVPD",
  "symbols": ["Na", "Pt", "Br"],
  "positions_angstrom": [[-1.420, -1.811, 1.147], [1.509, 1.915, -0.255], [-0.089, -0.104, -0.893]],
  "nbo_charge": [0.999, 1.621, 0.381],
  "charge": 3,
  "s2": 3.7565,
  "multiplicity": 4
}


No. 8
{
  "formula": "BrPb",
  "method": "ωB97M-V/def2-TZVPD",
  "symbols": ["Pb", "Br"],
  "positions_angstrom": [[-35.266, 18.664, -5.707], [-36.595, 16.030, -5.613]],
  "nbo_charge": [1.497, -0.497],
  "de_lowest_kj_mol": 94.26,
  "charge": 1,
  "multiplicity": 1
}


No. 9
{
  "formula": "C10H10AgN2O6",
  "method": "ωB97M-V/def2-TZVPD",
  "symbols": ["Ag", "O", "C", "C", "C", "C", "C", "C", "C", "O", "N", "O", "O", "H", "H", "H", "H", "N", "C", "C", "C", "O", "O", "H", "H", "H", "H", "H", "H"],
  "positions_angstrom": [[0.807, 2.108, -1.170], [1.963, 0.228, -2.182], [1.719, -0.929, -1.882], [0.470, -1.499, -1.415], [0.506, -2.854, -1.100], [-0.609, -3.509, -0.629], [-1.821, -2.809, -0.452], [-1.891, -1.487, -0.754], [-0.759, -0.739, -1.266], [-0.880, 0.472, -1.550], [-0.537, -4.912, -0.310], [0.525, -5.498, -0.473], [-1.548, -5.463, 0.107], [2.535, -1.676, -1.964], [1.427, -3.410, -1.223], [-2.680, -3.345, -0.075], [-2.813, -0.933, -0.629], [0.420, 1.403, 1.245], [0.213, 2.548, 2.145], [-0.239, 3.778, 1.361], [0.941, 4.428, 0.608], [1.724, 5.097, 1.286], [1.014, 4.224, -0.653], [-0.465, 0.970, 1.004], [0.997, 0.690, 1.672], [1.162, 2.782, 2.630], [-0.513, 2.314, 2.934], [-0.625, 4.519, 2.064], [-1.039, 3.500, 0.669]],
  "nbo_charge": [0.866, -0.605, 0.427, -0.335, -0.106, -0.041, -0.179, -0.306, 0.457, -0.715, 0.522, -0.428, -0.427, 0.101, 0.231, 0.235, 0.215, -0.882, -0.210, -0.528, 0.770, -0.720, -0.853, 0.371, 0.366, 0.204, 0.157, 0.214, 0.199],
  "de_lowest_kj_mol": 0.00,
  "charge": -1,
  "multiplicity": 1
}


No. 10
{
  "formula": "C10H10BrClCrO4",
  "method": "ωB97M-V/def2-TZVPD",
  "symbols": ["C", "C", "C", "H", "C", "C", "H", "H", "H", "H", "Cr", "Br", "C", "C", "C", "H", "C", "C", "H", "H", "H", "H", "O", "Cl", "O", "O", "O"],
  "positions_angstrom": [[-1.168, -0.757, -2.017], [-1.214, -1.759, -1.007], [-1.928, -1.216, 0.111], [-0.763, -2.749, -1.057], [-2.333, 0.106, -0.222], [-1.839, 0.406, -1.525], [-1.974, 1.353, -2.048], [-0.697, -0.863, -2.992], [-2.116, -1.720, 1.055], [-2.902, 0.781, 0.419], [-0.005, -0.027, -0.240], [0.849, -1.937, 1.354], [1.961, 1.145, 0.190], [1.137, 1.920, -0.681], [0.979, 1.182, -1.896], [0.691, 2.888, -0.448], [1.694, -0.046, -1.767], [2.322, -0.057, -0.490], [2.949, -0.854, -0.090], [2.249, 1.410, 1.204], [0.408, 1.513, -2.764], [1.756, -0.845, -2.506], [-0.540, 1.252, 3.950], [-0.003, 0.007, 3.618], [1.341, -0.142, 3.963], [-0.817, -1.073, 3.962], [-0.037, 0.085, 1.923]],
  "nbo_charge": [-0.279, -0.266, -0.214, 0.262, -0.282, -0.300, 0.231, 0.231, 0.270, 0.243, 0.755, -0.504, -0.281, -0.309, -0.329, 0.233, -0.297, -0.264, 0.261, 0.255, 0.221, 0.229, -0.836, 2.560, -0.807, -0.810, -0.973],
  "charge": -1,
  "s2": 3.8647,
  "multiplicity": 4
}


no.,E (Ha),strongest force on any atom (Eh/bohr)
1,-3027.2786,0.065
2,-3745.6154,0.097
3,-2887.3583,0.016
4,-3213.6692,0.060
5,-3178.0495,0.070
6,-2588.4199,0.022
7,-2854.0905,0.035
8,-2766.5690,0.060
9,-1095.0090,0.002
10,-4766.3913,0.152